(w)
DFT (wB97M-V/def2-TZVPD) results for a 2-piece molecular cluster, C5H9NO3 overall.

The HOMO energy comes out at -9.725 eV. The calculation puts the molar mass at 131.13 g mol⁻¹. Its SMILES is CN1C[C@]2(CO2)C1=O.O. For the frontier orbital gap, the calculation gives 0.376 hartree.

Geometry as XYZ:
```
18
Properties=species:S:1:pos:R:3:mulliken_charge:R:1
C 0.99 1.05 2.24 -0.927
N 0.43 0.47 1.05 0.152
C 0.82 0.61 -0.35 -0.769
C -0.42 -0.24 -0.70 0.877
C -1.45 0.37 -1.57 -0.534
O -1.37 -1.01 -1.87 -0.545
C -0.64 -0.31 0.82 0.307
O -1.47 -0.81 1.57 -0.666
H 0.41 0.70 3.11 0.340
H 2.04 0.74 2.36 0.307
H 0.94 2.14 2.20 0.312
H 0.84 1.65 -0.70 0.308
H 1.79 0.15 -0.59 0.266
H -2.39 0.66 -1.07 0.283
H -1.08 1.01 -2.37 0.278
O 0.64 -2.22 -1.37 -0.764
H -0.35 -2.15 -2.03 0.467
H 0.24 -2.83 -0.73 0.308
```

***

(x)
DFT (wB97M-V/def2-TZVPD) results for one molecule with the formula C5H9NO3.

The HOMO energy comes out at -9.227 eV. The calculation puts the molar mass at 131.13 g mol⁻¹. Its SMILES is CN1C[C@](O)(CO)C1=O. For the frontier orbital gap, the calculation gives 0.363 hartree.

Geometry as XYZ:
```
18
Properties=species:S:1:pos:R:3:mulliken_charge:R:1
C 0.34 1.10 2.45 -0.917
N 0.21 0.51 1.14 0.171
C -0.30 1.06 -0.11 -0.810
C -0.01 -0.32 -0.74 0.915
O 1.28 -0.41 -1.84 -0.666
C -1.13 -1.18 -1.25 -0.457
O -1.07 -0.47 -2.47 -0.649
C 0.54 -0.69 0.65 0.213
O 1.33 -1.55 1.01 -0.686
H 0.82 0.37 3.11 0.338
H 0.95 2.01 2.40 0.309
H -0.66 1.36 2.85 0.306
H -1.36 1.35 -0.08 0.267
H 0.32 1.87 -0.52 0.264
H 1.66 -1.27 -1.61 0.338
H -0.83 -2.24 -1.36 0.264
H -2.07 -0.99 -0.72 0.324
H -0.03 -0.51 -2.90 0.476
```

***

(y)
DFT (wB97M-V/def2-TZVPD) results for a 2-piece molecular cluster, C5H9NO3 overall.

The HOMO energy comes out at -9.644 eV. The calculation puts the molar mass at 131.13 g mol⁻¹. Its SMILES is C=CC(=O)O.CNC=O. For the frontier orbital gap, the calculation gives 0.352 hartree.

Geometry as XYZ:
```
18
Properties=species:S:1:pos:R:3:mulliken_charge:R:1
C 2.41 -0.06 -1.25 -0.613
C 1.84 -0.02 -0.04 0.012
C 1.21 -0.02 1.30 0.478
O 0.98 -1.02 1.96 -0.551
O 0.97 1.21 1.77 -0.440
H 2.53 0.79 -1.90 0.292
H 2.87 -0.99 -1.58 0.231
H 1.69 -1.12 -0.02 0.226
H 0.59 1.02 2.66 0.344
C -1.97 -0.93 0.13 -0.869
N -1.48 0.42 0.11 -0.071
C -1.18 1.00 -1.09 0.017
O -1.71 2.03 -1.48 -0.566
H -2.72 -1.00 0.92 0.323
H -1.16 -1.64 0.32 0.255
H -2.44 -1.17 -0.83 0.340
H -2.01 1.06 0.69 0.221
H -0.43 0.44 -1.68 0.371
```

***

The most stable of them is (x).

***

(w)
DFT (wB97M-V/def2-TZVPD) results for one molecule with the formula C5H9NO3.

The HOMO energy comes out at -7.564 eV. The calculation puts the molar mass at 131.13 g mol⁻¹. Its SMILES is C[C@H](C(N)=O)/C(O)=C\O. For the frontier orbital gap, the calculation gives 0.297 hartree.

Geometry as XYZ:
```
18
Properties=species:S:1:pos:R:3:mulliken_charge:R:1
C 1.70 0.79 0.93 -1.237
C 0.85 0.56 -0.30 -0.048
C -0.95 0.52 0.23 0.644
N -1.84 0.93 -0.76 -0.526
O -1.11 0.68 1.42 -0.674
C 0.40 -0.73 -0.71 0.479
O 0.22 -0.84 -2.05 -0.460
C -0.38 -1.57 0.11 -0.497
O -0.18 -1.78 1.44 -0.580
H 1.61 0.00 1.67 0.245
H 1.37 1.71 1.43 0.298
H 2.75 0.88 0.65 0.393
H 1.05 1.21 -1.15 0.435
H -2.37 1.74 -0.47 0.275
H -1.49 0.92 -1.71 0.236
H -0.19 -1.69 -2.26 0.310
H -0.95 -2.36 -0.38 0.314
H -0.47 -0.96 1.91 0.393
```

***

(x)
DFT (wB97M-V/def2-TZVPD) results for C5H9NO3 as an isolated structure.

The HOMO energy comes out at -8.767 eV. The calculation puts the molar mass at 131.13 g mol⁻¹. For the frontier orbital gap, the calculation gives 0.332 hartree.

Geometry as XYZ:
```
18
Properties=species:S:1:pos:R:3:mulliken_charge:R:1
C 0.31 -0.98 -0.28 0.181
C 0.92 0.41 -0.40 0.123
C 0.30 1.21 0.77 -0.646
C -0.96 0.85 -0.17 0.672
C -1.21 -0.41 0.06 -0.480
H 1.87 -1.80 0.87 0.357
H 0.25 -1.48 -1.37 0.197
H 0.38 0.70 -1.58 0.231
H 2.93 0.05 0.51 0.331
H 0.17 0.85 1.73 0.347
H -0.87 2.75 -0.28 0.259
H -0.67 0.97 -1.23 0.051
H -0.98 -0.71 1.11 0.353
H -2.33 -2.04 -0.22 0.377
N -0.89 2.09 0.43 -0.614
O 0.66 -1.65 0.89 -0.560
O 2.51 0.16 -0.51 -0.593
O -2.39 -0.97 -0.31 -0.586
```

***

(y)
DFT (wB97M-V/def2-TZVPD) results for one molecule with the formula C5H9NO3.

The HOMO energy comes out at -9.553 eV. The calculation puts the molar mass at 131.13 g mol⁻¹. Its SMILES is C/C(=C\CON=O)CO. For the frontier orbital gap, the calculation gives 0.367 hartree.

Geometry as XYZ:
```
18
Properties=species:S:1:pos:R:3:mulliken_charge:R:1
C -0.61 -0.06 1.46 -1.355
C 0.03 0.47 0.22 1.011
C -0.08 0.07 -1.04 -0.683
C -0.87 -1.12 -1.44 -0.507
O -0.08 -2.37 -1.40 -0.186
N 1.07 -2.31 -0.63 0.272
O 1.84 -3.23 -0.72 -0.394
C 0.83 1.71 0.47 -0.584
O 0.10 2.70 1.25 -0.527
H -1.01 0.71 2.10 0.400
H 0.25 -0.34 2.14 0.293
H -1.28 -0.82 1.28 0.427
H 0.51 0.56 -1.72 0.412
H -1.19 -1.05 -2.57 0.240
H -1.62 -1.36 -0.68 0.232
H 1.82 1.57 0.90 0.341
H 1.07 2.12 -0.52 0.278
H -0.79 2.76 0.90 0.332
```

***

(z)
DFT (wB97M-V/def2-TZVPD) results for C5H9NO3 as an isolated structure.

The HOMO energy comes out at -10.020 eV. The calculation puts the molar mass at 131.13 g mol⁻¹. For the frontier orbital gap, the calculation gives 0.387 hartree.

Geometry as XYZ:
```
18
Properties=species:S:1:pos:R:3:mulliken_charge:R:1
C -1.95 0.30 -0.02 -0.548
C -0.62 -0.25 -0.20 -0.053
C 1.12 -0.85 0.96 -0.212
C 1.69 0.07 0.07 0.344
C 0.46 0.80 -0.45 -0.570
H -3.88 -0.54 -0.16 0.324
H -2.43 1.45 -0.53 0.201
H -1.91 0.47 1.03 0.323
H -0.51 -0.73 -1.07 0.490
H 1.75 -1.29 1.82 0.344
H 2.70 0.84 0.39 0.248
H 2.93 -1.11 -0.80 0.246
H 0.61 1.10 -1.38 0.704
H 0.08 1.78 1.19 0.325
N -0.13 -1.06 0.94 -0.613
O -2.89 -0.70 -0.46 -0.536
O 2.28 -0.66 -1.05 -0.462
O 0.29 1.98 0.35 -0.556
```

***

The most stable of them is (w).

***

(w)
DFT (wB97M-V/def2-TZVPD) results for a 10-piece molecular cluster, C20H40Br20 overall.

The HOMO energy comes out at -10.022 eV. The calculation puts the molar mass at 1878.62 g mol⁻¹. Its SMILES is BrCCBr.BrCCBr.BrCCBr.BrCCBr.BrCCBr.BrCCBr.BrCCBr.BrCCBr.BrCCBr.BrCCBr. For the frontier orbital gap, the calculation gives 0.373 hartree.

Geometry as XYZ:
```
80
Properties=species:S:1:pos:R:3:mulliken_charge:R:1
Br -2.70 -2.73 -0.11 0.100
C -2.94 -4.26 1.10 -0.720
C -3.11 -5.56 0.41 -0.069
Br -4.67 -5.56 -0.77 -0.162
H -3.69 -4.02 1.85 0.393
H -1.99 -4.29 1.65 0.324
H -3.17 -6.43 1.06 0.467
H -2.24 -5.73 -0.23 -0.256
Br -5.40 0.26 -1.78 -0.160
C -3.95 -0.67 -2.72 -0.293
C -4.41 -2.04 -3.04 -0.648
Br -2.87 -2.96 -3.89 -0.085
H -3.06 -0.61 -2.11 -0.021
H -3.81 -0.10 -3.64 0.437
H -5.25 -2.15 -3.73 0.487
H -4.61 -2.72 -2.22 0.255
Br -2.46 -1.48 3.83 -0.190
C -3.98 -0.54 3.03 -0.613
C -3.49 0.58 2.13 -0.107
Br -5.05 1.69 1.58 -0.167
H -4.64 -0.14 3.80 0.472
H -4.62 -1.22 2.47 0.374
H -3.04 0.17 1.24 -0.123
H -2.75 1.19 2.64 0.327
Br 0.12 4.58 -2.32 -0.166
C 2.01 4.95 -2.27 -0.431
C 2.72 3.63 -2.16 -0.424
Br 4.68 3.74 -2.29 -0.183
H 2.33 5.59 -1.45 0.359
H 2.24 5.47 -3.19 0.385
H 2.36 2.96 -2.94 0.386
H 2.55 3.05 -1.26 0.082
Br -2.23 7.53 4.04 -0.170
C -1.65 6.48 2.46 -0.543
C -0.65 5.47 2.94 -0.634
Br -0.49 4.00 1.66 -0.063
H -1.32 7.24 1.76 0.368
H -2.58 6.04 2.11 0.348
H -1.06 5.03 3.84 0.356
H 0.35 5.85 3.16 0.398
Br 0.38 0.46 2.45 -0.090
C 0.78 -0.10 0.62 0.024
C 0.05 0.82 -0.30 -0.065
Br 0.51 0.42 -2.17 -0.129
H 0.64 -1.17 0.62 0.035
H 1.86 0.07 0.56 0.215
H 0.34 1.86 -0.23 -0.165
H -1.02 0.76 -0.13 0.176
Br 1.82 3.38 7.66 -0.149
C 1.96 2.76 5.80 -0.364
C 1.87 1.25 5.75 -0.250
Br 3.31 0.32 6.71 -0.130
H 2.88 3.18 5.39 0.384
H 1.14 3.20 5.24 0.113
H 1.86 1.00 4.69 -0.101
H 0.89 1.01 6.17 0.433
Br 4.23 1.09 1.68 -0.167
C 5.84 1.55 0.62 -0.382
C 6.50 2.74 1.29 -0.631
Br 7.99 3.32 0.18 -0.164
H 5.49 1.80 -0.38 0.170
H 6.51 0.70 0.65 0.392
H 6.80 2.52 2.31 0.424
H 5.86 3.61 1.30 0.341
Br -0.73 -4.86 -6.30 -0.166
C 0.79 -3.64 -6.03 -0.687
C 0.29 -2.27 -5.58 -0.189
Br 1.91 -1.16 -5.44 -0.203
H 1.29 -3.59 -6.99 0.446
H 1.49 -4.15 -5.38 0.326
H -0.06 -2.37 -4.56 0.022
H -0.46 -1.91 -6.27 0.431
Br 1.24 -4.19 -0.30 -0.145
C 0.74 -5.76 -1.34 -0.487
C 0.62 -5.42 -2.82 -0.334
Br 0.56 -7.14 -3.74 -0.118
H -0.22 -6.06 -0.94 0.180
H 1.46 -6.55 -1.21 0.479
H 1.46 -4.85 -3.18 0.332
H -0.32 -4.92 -3.04 0.103
```

***

(x)
DFT (wB97M-V/def2-TZVPD) results for a 10-piece molecular cluster, C20H40Br20 overall.

The HOMO energy comes out at -9.704 eV. The calculation puts the molar mass at 1878.62 g mol⁻¹. Its SMILES is BrCCBr.BrCCBr.BrCCBr.BrCCBr.BrCCBr.BrCCBr.BrCCBr.BrCCBr.BrCCBr.BrCCBr. For the frontier orbital gap, the calculation gives 0.357 hartree.

Geometry as XYZ:
```
80
Properties=species:S:1:pos:R:3:mulliken_charge:R:1
Br 4.73 3.08 -4.05 -0.171
C 2.98 2.50 -4.66 -0.704
C 2.22 1.90 -3.48 -0.603
Br 0.79 0.80 -4.20 -0.136
H 3.05 1.84 -5.52 0.421
H 2.48 3.38 -5.06 0.435
H 1.85 2.67 -2.81 0.489
H 2.89 1.24 -2.93 0.267
Br 1.26 -7.38 2.29 -0.148
C 0.37 -6.08 1.16 -0.687
C 0.09 -4.77 1.85 -0.182
Br -1.29 -5.02 3.17 -0.121
H -0.53 -6.58 0.83 0.332
H 0.98 -5.94 0.27 0.381
H -0.18 -4.04 1.10 0.095
H 0.96 -4.46 2.40 0.317
Br 3.74 -1.25 -4.11 -0.148
C 2.82 -2.96 -4.12 -0.476
C 1.41 -2.75 -3.77 -0.285
Br 0.47 -4.46 -3.60 -0.169
H 3.28 -3.62 -3.40 0.356
H 2.94 -3.37 -5.12 0.393
H 0.80 -2.21 -4.48 0.320
H 1.33 -2.23 -2.82 0.039
Br -3.07 2.18 3.03 -0.112
C -1.31 2.95 3.36 -0.178
C -1.43 4.02 4.39 -0.608
Br 0.38 4.45 5.01 -0.193
H -0.93 3.36 2.44 0.054
H -0.68 2.15 3.71 0.179
H -1.91 3.67 5.30 0.403
H -1.97 4.91 4.09 0.403
Br -6.22 -1.53 2.33 -0.162
C -5.00 -2.87 1.61 -0.556
C -3.91 -2.23 0.80 -0.165
Br -2.33 -1.92 1.89 -0.102
H -5.59 -3.54 0.99 0.379
H -4.63 -3.42 2.46 0.334
H -4.18 -1.31 0.30 0.487
H -3.58 -2.95 0.06 -0.183
Br -4.24 5.49 0.03 -0.115
C -2.34 5.39 0.37 -0.012
C -1.55 5.68 -0.90 -0.558
Br -1.19 4.02 -1.85 -0.125
H -2.15 4.39 0.72 -0.288
H -2.05 6.09 1.14 0.330
H -0.59 6.17 -0.79 0.369
H -2.12 6.36 -1.53 0.415
Br 3.84 1.38 5.18 -0.155
C 2.49 0.81 3.90 0.328
C 2.15 -0.62 4.13 -0.780
Br 0.90 -1.16 2.75 -0.105
H 2.86 1.00 2.90 -0.029
H 1.62 1.43 4.09 -0.204
H 1.72 -0.71 5.12 0.450
H 2.99 -1.29 4.05 0.471
Br 4.56 1.67 0.76 -0.109
C 4.03 3.51 0.95 -0.217
C 4.84 4.23 1.99 -0.587
Br 6.64 4.60 1.41 -0.149
H 2.99 3.52 1.25 -0.101
H 4.15 4.05 0.01 0.470
H 4.88 3.67 2.93 0.236
H 4.38 5.16 2.32 0.421
Br 0.75 1.84 0.67 0.008
C -0.71 0.78 -0.06 -0.158
C -0.13 -0.37 -0.80 -0.039
Br -1.50 -1.19 -1.92 -0.155
H -1.30 1.47 -0.65 0.383
H -1.32 0.47 0.78 -0.105
H 0.33 -1.13 -0.18 0.287
H 0.58 -0.02 -1.53 -0.111
Br -2.88 -5.88 -1.96 -0.157
C -3.63 -4.27 -2.77 -0.023
C -3.53 -4.44 -4.23 -0.500
Br -4.36 -2.88 -5.06 -0.175
H -2.98 -3.47 -2.43 -0.361
H -4.64 -4.15 -2.41 0.473
H -4.05 -5.32 -4.58 0.431
H -2.49 -4.46 -4.53 0.251
```

***

The most stable of them is (x).

***

(w)
DFT (wB97M-V/def2-TZVPD) results for one molecule with the formula C3H5NO2S2.

The HOMO energy comes out at -8.244 eV. The calculation puts the molar mass at 151.21 g mol⁻¹. Its SMILES is NC(=S)OCSC=O. For the frontier orbital gap, the calculation gives 0.307 hartree.

Geometry as XYZ:
```
13
Properties=species:S:1:pos:R:3:mulliken_charge:R:1
N -0.50 -0.60 1.21 -0.194
C 0.67 -0.92 0.91 0.252
S 1.75 -2.26 1.38 -0.297
O 1.09 -0.12 -0.11 -0.294
C 0.48 1.26 -0.09 -0.646
S -0.36 1.18 -1.79 -0.013
C -1.96 1.16 -1.15 0.231
O -2.37 1.27 -0.02 -0.523
H -0.91 -1.25 1.97 0.287
H -1.14 -0.07 0.68 0.077
H 0.02 1.55 0.87 0.507
H 1.08 2.09 -0.27 0.366
H -2.64 0.93 -2.08 0.246
```

***

(x)
DFT (wB97M-V/def2-TZVPD) results for a 2-piece molecular cluster, C3H5NO2S2 overall.

The HOMO energy comes out at -9.046 eV. The calculation puts the molar mass at 151.21 g mol⁻¹. Its SMILES is O=C(O)NS.C#CS. For the frontier orbital gap, the calculation gives 0.354 hartree.

Geometry as XYZ:
```
13
Properties=species:S:1:pos:R:3:mulliken_charge:R:1
O 0.57 -0.61 -0.78 -0.535
C 1.00 0.39 -0.24 0.709
O 1.12 0.30 1.08 -0.518
N 1.66 1.50 -0.69 -0.346
S 1.75 2.17 -2.28 -0.141
H 0.68 -0.57 1.39 0.366
H 2.34 2.00 -0.07 0.326
H 0.94 3.29 -2.18 0.144
C -1.37 -1.05 1.58 -0.276
C -1.95 -1.61 0.70 -0.094
S -2.51 -2.19 -0.70 -0.264
H -1.14 -0.38 2.34 0.503
H -3.09 -3.25 -0.15 0.126
```

***

(y)
DFT (wB97M-V/def2-TZVPD) results for C3H5NO2S2 as an isolated structure.

The HOMO energy comes out at -9.446 eV. The calculation puts the molar mass at 151.21 g mol⁻¹. For the frontier orbital gap, the calculation gives 0.346 hartree.

Geometry as XYZ:
```
13
Properties=species:S:1:pos:R:3:mulliken_charge:R:1
C -0.75 0.41 -0.53 0.295
C 0.77 -1.32 0.45 -0.411
C 1.27 1.20 -0.20 -0.474
H -2.57 -1.06 0.02 0.302
H 1.24 -2.38 0.94 0.336
H 0.18 -0.35 1.23 0.259
H 0.89 1.56 0.87 0.463
H 2.03 1.83 -0.84 0.264
N -1.89 0.73 0.08 -0.274
O -2.88 -0.19 0.15 -0.256
O 0.07 1.33 -0.96 -0.301
S -0.60 -1.36 -1.00 -0.187
S 2.24 -0.40 -0.22 -0.014
```

***

The most stable of them is (w).

***

(w)
DFT (wB97M-V/def2-TZVPD) results for one molecule with the formula C5H7NO4.

The HOMO energy comes out at -8.061 eV. The calculation puts the molar mass at 145.11 g mol⁻¹. For the frontier orbital gap, the calculation gives 0.273 hartree.

Geometry as XYZ:
```
17
Properties=species:S:1:pos:R:3:mulliken_charge:R:1
C -0.15 -0.49 2.54 -1.335
C 0.93 0.46 0.10 0.881
C -1.18 -0.41 0.21 0.212
C 0.10 0.69 -1.52 0.252
C -0.31 -0.17 1.10 0.461
N 0.19 -0.39 -2.35 -0.419
O 1.18 1.78 0.46 -0.569
O -2.17 -0.77 -0.52 -0.423
O 1.85 -0.37 -0.04 -0.710
O -0.19 1.81 -1.90 -0.655
H 1.07 2.35 -0.32 0.372
H -1.90 -1.46 -1.16 0.421
H 0.74 -1.15 -1.97 0.265
H 0.17 -0.21 -3.35 0.246
H -0.03 0.44 3.10 0.297
H 0.73 -1.12 2.67 0.318
H -1.02 -1.01 2.95 0.385
```

***

(x)
DFT (wB97M-V/def2-TZVPD) results for one molecule with the formula C5H7NO4.

The HOMO energy comes out at -10.024 eV. The calculation puts the molar mass at 145.11 g mol⁻¹. Its SMILES is [H]/N=C(\O)C(=O)C(=O)COC. For the frontier orbital gap, the calculation gives 0.347 hartree.

Geometry as XYZ:
```
17
Properties=species:S:1:pos:R:3:mulliken_charge:R:1
H -1.21 5.81 -5.10 0.299
N -0.76 6.71 -4.68 -0.572
C -1.28 6.81 -3.54 0.522
O -2.28 5.87 -3.23 -0.511
C -1.52 8.14 -2.87 0.305
O -2.05 8.20 -1.79 -0.548
C -1.15 9.39 -3.69 0.573
O -1.95 9.85 -4.46 -0.516
C 0.23 9.93 -3.43 -0.488
O 0.48 11.04 -4.22 -0.268
C 1.76 11.59 -4.00 -0.692
H -2.72 6.12 -2.40 0.335
H 0.29 10.16 -2.34 0.358
H 0.95 9.11 -3.62 0.372
H 1.87 12.45 -4.68 0.237
H 2.56 10.86 -4.21 0.296
H 1.86 11.94 -2.96 0.298
```

***

The most stable of them is (x).